Here is C4H2Cl2F2 in the gas phase at a distorted geometry from the OMol25 dataset. Energies are from ωB97M-V/def2-TZVPD.

## Properties
frontier orbital gap	9.869	eV
calculated total energy	-34658.7559	eV
SMILES string	FC(=C\Cl)/C(F)=C/Cl
net charge	0
LUMO level	0.3237	eV
M	158.96	g mol⁻¹

Positions of all 10 atoms, in Å:
F: 1.21 1.55 0.59
C: 0.72 0.42 0.09
C: 1.50 -0.62 -0.29
Cl: 3.20 -0.64 -0.09
C: -0.74 0.40 -0.03
F: -1.25 1.47 -0.63
C: -1.49 -0.61 0.44
Cl: -3.17 -0.64 0.02
H: 1.08 -1.48 -0.76
H: -1.11 -1.43 1.05